{"formula": "C4H11NO2", "method": "wB97M-V/def2-TZVPD", "lumo_energy_ev": [-4.3, -9.3], "homo_lumo_gap_ev": [9.42, 4.45], "spin_multiplicity": 2, "total_charge": 1, "homo_energy_ev": [-13.7, -13.7], "relative_energy_ev": 1.750, "elements": ["C", "N", "C", "C", "C", "O", "H", "H", "H", "H", "H", "H", "H", "H", "H", "H", "H", "O"], "positions_angstrom": [[-1.34524, 0.58913, 1.13479], [-0.98758, -0.65090, 0.66552], [-1.71829, -1.00887, -1.59791], [-0.61398, -1.34732, -0.57495], [0.78408, -0.71209, -1.05087], [-0.94704, 1.65208, 0.73529], [-2.20444, 0.51585, 1.80957], [-1.20539, -1.40735, 1.31773], [-1.88235, 0.07626, -1.59518], [-1.56319, -1.45111, -2.58229], [-2.63921, -1.40955, -1.18182], [-0.46244, -2.40415, -0.36139], [0.96470, 0.24752, -0.55472], [0.74584, -0.63955, -2.13317], [1.50628, -1.36317, -0.56184], [3.56480, 3.80046, 2.32256], [3.75459, 2.35516, 2.13991], [4.24887, 3.15761, 2.06876]], "atomic_forces_ev_per_a": [[-1.0, 2.3, -0.7], [0.7, -3.9, -0.2], [-0.9, 0.1, 0.7], [1.0, 2.5, -0.5], [-0.8, -0.1, 1.4], [0.3, -0.8, 0.0], [0.2, -0.2, 0.6], [-0.2, 0.5, 0.6], [0.4, -0.2, -0.5], [0.3, 0.2, 0.2], [-0.2, -0.3, -0.2], [-0.5, 0.1, 0.1], [-0.3, 0.1, -0.6], [0.5, -0.1, 0.1], [0.4, -0.2, -0.8], [0.6, 0.1, -0.1], [-0.2, -1.1, 0.0], [-0.4, 1.0, 0.1]], "mulliken_spin": [-0.102, 0.651, 0.097, 0.006, 0.116, 0.248, 0.018, -0.031, 0.000, 0.005, -0.010, -0.005, 0.003, -0.002, 0.006, 0.000, 0.000, 0.000]}